The following is a DFT calculation (the ωB97M-V functional and the def2-TZVPD basis) of a molecular structure, C32H27IrN2O3PS.

Computed properties:
total charge: +1
electronic energy: -65704.656 eV
energy relative to the best compared isomer or geometry (same formula, charge and spin): 0.0 kcal per mole
orbital gap: 7.6 eV
F_max: 0.51 eV Å⁻¹

```
67
Properties=species:S:1:pos:R:3:forces:R:3
Ir 0.26675 0.21809 -0.21527 0.1508 0.0680 0.2756
C -0.87773 -3.77307 -1.37428 -0.1212 0.0598 -0.0066
C -0.57476 -2.30982 -1.52758 -0.0394 -0.0491 -0.1163
O -0.58467 -1.66519 -0.45560 -0.1021 0.0641 0.3837
C -0.29668 -1.75028 -2.83660 0.0491 0.0420 0.0349
C -0.11433 -2.61741 -3.93473 0.0288 -0.0107 -0.0061
C 0.11326 -2.13845 -5.19916 0.0042 0.0107 0.0024
C 0.14499 -0.75502 -5.40702 -0.0019 -0.0196 0.0235
C -0.04896 0.12112 -4.36468 0.0123 0.0197 -0.0316
C -0.26350 -0.34958 -3.06357 -0.3262 -0.1690 0.1223
O -0.50763 0.52921 -2.10524 0.2889 0.1102 -0.1906
H -1.05724 -3.98168 -0.32315 -0.0018 -0.0120 -0.0113
H -0.03617 -4.37173 -1.72522 0.0088 0.0100 0.0198
H -1.75154 -4.05180 -1.96326 0.0110 -0.0110 -0.0236
H -0.14696 -3.68684 -3.78311 0.0024 -0.0057 0.0220
H 0.25955 -2.82068 -6.02416 0.0055 0.0027 0.0002
H 0.32125 -0.36611 -6.40185 -0.0055 -0.0025 -0.0018
H -0.04066 1.19180 -4.51911 0.0035 -0.0005 0.0079
O -2.21643 1.74826 -0.58658 -0.1943 -0.1249 -0.0865
N -1.41332 1.30806 0.43381 0.2685 0.0956 -0.4262
C -1.64354 1.92762 1.52250 -0.1029 -0.1289 0.1275
C -0.99390 1.75698 2.82504 -0.0025 -0.0161 -0.0187
C -1.55606 2.52980 3.84594 -0.0187 0.0282 -0.0106
C -1.07103 2.48142 5.13982 0.0105 -0.0074 -0.0006
C -0.00214 1.65112 5.43930 -0.0085 0.0014 -0.0103
C 0.56926 0.88370 4.43730 0.0052 0.0202 0.0141
C 0.09214 0.92359 3.12921 -0.0256 -0.0535 -0.0284
P 0.91416 -0.16043 1.92527 -0.0911 0.0020 -0.0614
C 0.45277 -1.83794 2.40929 0.1464 -0.0487 0.0114
C 1.11956 -2.89781 1.79085 -0.0140 -0.0334 -0.0249
C 0.77896 -4.20486 2.09241 -0.0163 0.0058 -0.0092
C -0.24779 -4.46387 2.99344 0.0032 0.0151 -0.0047
C -0.92821 -3.41415 3.59049 -0.0055 -0.0142 -0.0069
C -0.57812 -2.10104 3.30319 -0.0093 -0.0145 0.0172
C 2.66572 0.06236 2.34292 -0.0200 0.1440 -0.0255
C 3.19620 1.33927 2.14352 0.0225 -0.0266 0.0719
C 4.52352 1.59837 2.43607 -0.0056 -0.0113 0.0010
C 5.33465 0.58460 2.93143 -0.0005 0.0139 -0.0060
C 4.80814 -0.67817 3.14763 0.0072 -0.0221 0.0074
C 3.47524 -0.94193 2.85915 -0.0175 -0.0151 0.0139
H -1.86508 1.28470 -1.38637 0.0456 0.0684 0.0309
H -2.43675 2.66884 1.47644 -0.0441 -0.0522 0.0102
H -2.39248 3.17693 3.61289 0.0000 0.0012 0.0063
H -1.52544 3.08984 5.90973 -0.0016 0.0014 -0.0024
H 0.39038 1.60288 6.44595 -0.0026 -0.0027 0.0012
H 1.40867 0.24171 4.67516 0.0081 0.0082 -0.0067
H 1.90954 -2.69805 1.07358 -0.0199 -0.0027 0.0136
H 1.31059 -5.02247 1.62319 -0.0018 -0.0024 0.0009
H -0.51669 -5.48547 3.22724 0.0009 0.0000 0.0046
H -1.73105 -3.61378 4.28754 -0.0011 -0.0019 -0.0018
H -1.11350 -1.28994 3.78028 0.0119 -0.0053 -0.0007
H 2.56567 2.13891 1.77283 0.0062 0.0224 0.0216
H 4.92598 2.59115 2.28239 -0.0041 0.0006 -0.0049
H 6.37368 0.78456 3.15704 -0.0008 -0.0014 0.0051
H 5.43327 -1.46555 3.54732 -0.0016 0.0001 0.0005
H 3.07628 -1.92936 3.04748 0.0085 0.0147 -0.0050
S 2.42483 -0.40680 -0.93887 -0.0145 -0.0307 -0.3512
C 2.56921 1.32501 -0.95357 0.1390 -0.0103 -0.0804
C 3.62458 2.14231 -1.34154 0.0141 0.0561 -0.0311
C 3.43525 3.50911 -1.29828 -0.0005 -0.0332 0.0001
C 2.21082 4.04206 -0.88774 -0.0137 -0.0427 0.0203
C 1.20976 3.17827 -0.50394 0.0409 0.0613 0.0302
N 1.41421 1.85746 -0.51741 -0.0671 0.0373 0.2762
H 4.55278 1.70148 -1.67565 -0.0006 -0.0016 0.0004
H 4.23742 4.17120 -1.59648 -0.0039 0.0053 -0.0029
H 2.03810 5.10765 -0.87092 0.0039 0.0027 0.0009
H 0.23482 3.51900 -0.18191 0.0003 -0.0096 0.0154
```
Forces are in eV/Å.

The following is a DFT calculation (the ωB97M-V functional and the def2-TZVPD basis) of a molecular structure, C32H27KN3O2Si at a distorted geometry.

Computed properties:
total charge: -1
electronic energy: -66393.366 eV
energy relative to the best compared isomer or geometry (same formula, charge and spin): 0.0 kcal per mole
orbital gap: 6.8 eV
F_max: 3.89 eV Å⁻¹

```
66
Properties=species:S:1:pos:R:3:forces:R:3
K 1.26519 -0.07147 -0.16525 -0.0699 0.1269 0.1191
C 4.72331 3.16480 2.74590 0.5194 -1.1548 -0.3413
C 3.49096 2.55333 2.13700 0.5218 -1.7090 0.2460
N 3.51624 1.27376 1.78420 -3.1595 2.1890 -0.6135
N 4.52176 0.49293 1.97605 3.4566 -0.6345 0.4863
C 4.47925 -0.67048 1.25647 -0.8655 1.4336 0.4855
O 3.48550 -1.00094 0.59873 0.1425 -0.7977 -0.4982
C 5.70313 -1.57249 1.21820 -0.1890 0.1450 0.2055
C 5.43909 -2.81113 0.66392 1.9783 -1.1983 0.0677
C 6.48933 -3.77722 0.53556 -1.5728 0.4622 -0.2614
C 7.77051 -3.45123 0.86735 0.8411 1.3470 0.5126
C 8.05089 -2.15975 1.38358 -0.6502 -0.5669 0.0507
C 7.02705 -1.25261 1.61809 -0.2665 0.6109 -0.4660
C 2.27175 3.34796 1.84049 0.4068 -0.6320 0.0072
C 2.11099 4.70061 2.21272 0.8457 -0.1930 0.6781
C 1.09955 5.45734 1.65133 0.3498 -0.9286 -0.1047
C 0.17582 4.81012 0.86722 -0.2762 0.0933 -0.2668
C 0.35344 3.42467 0.62920 -1.5788 2.1604 0.1959
N 1.32810 2.71357 1.09053 1.1930 -0.0848 0.1891
H 5.07127 2.50193 3.56677 -0.0557 0.5013 -0.4400
H 4.61512 4.17014 3.08320 -0.1922 0.6713 0.3303
H 5.50981 3.15568 1.96094 -0.1878 -0.0317 0.5094
H 4.46277 -3.04163 0.29437 -0.4210 -0.0064 0.0555
H 6.25308 -4.76208 0.13723 0.0383 0.1708 0.0082
H 8.62119 -4.10217 0.71824 -0.1703 -0.3139 -0.0350
H 9.07644 -1.91583 1.61866 0.0579 0.1524 0.0555
H 7.25210 -0.23096 1.97865 -0.2901 -0.7877 -0.0839
H 2.73470 5.19173 2.98669 -0.0362 -0.5737 -0.8843
H 1.12889 6.51784 1.77174 -0.4378 0.5358 0.3566
H -0.67601 5.39786 0.51714 0.2076 -0.5719 -0.3434
H -0.41646 2.95749 0.05186 -0.3264 -0.6200 -0.3483
O -0.86628 -1.08384 -1.25454 -0.1133 0.8070 0.2411
Si -2.42044 -0.79681 -1.30196 0.2469 -2.0219 -0.4771
C -3.15970 -0.07813 0.27660 0.2796 0.6825 -0.6375
C -4.44749 0.41294 0.41319 0.0685 -0.3770 1.1388
C -5.01904 0.74206 1.64829 1.3561 -0.9287 -0.0603
C -4.19040 0.68883 2.78518 1.0379 -0.6683 -0.2632
C -2.82670 0.23347 2.66732 -2.4549 0.9179 -1.1741
C -2.37274 -0.14198 1.40558 0.5620 0.2905 1.4136
C -2.98888 0.09464 -2.86862 1.2377 0.3845 -0.0236
C -4.17336 -0.16065 -3.51836 0.0200 0.5108 0.4874
C -4.60215 0.67546 -4.53524 -0.5773 -0.0064 -0.3306
C -3.82513 1.71436 -5.00846 1.6657 0.5825 0.2382
C -2.50264 1.90075 -4.48595 -1.6741 -1.1748 0.8574
C -2.12726 1.06757 -3.42044 1.5494 0.2594 0.2760
C -3.37638 -2.50343 -1.36458 0.7732 0.3281 0.3619
C -4.00672 -2.99229 -0.23410 -0.3747 0.9790 0.2215
C -4.63677 -4.22037 -0.20817 -0.2193 -0.2762 -0.3045
C -4.55502 -5.05777 -1.29372 0.9047 1.1935 -1.4456
C -3.87593 -4.59701 -2.47662 -0.9978 -1.9219 1.6133
C -3.27491 -3.38324 -2.45212 -0.0303 1.1173 -0.0029
H -5.09240 0.39625 -0.41599 -0.7362 0.0911 -1.1838
H -6.09955 0.77838 1.63226 -0.0441 0.7282 0.5881
H -4.56857 0.92319 3.77128 -0.1254 0.0334 0.0252
H -2.15428 0.19611 3.49284 0.1536 0.0119 0.6370
H -1.34364 -0.47391 1.37243 0.0343 -0.2485 -0.3866
H -4.77763 -0.96307 -3.13753 -0.4714 -0.1897 -0.0728
H -5.61110 0.51809 -4.88918 -0.0477 0.0860 -0.4059
H -4.16381 2.40674 -5.77990 -0.1512 -0.2939 0.1606
H -1.87683 2.72176 -4.78513 0.1835 0.0463 -0.3509
H -1.05682 1.10636 -2.98466 -1.8795 0.2276 -0.6523
H -4.08800 -2.34911 0.63941 -0.0382 -0.1114 -0.0550
H -5.29554 -4.46907 0.60285 0.1409 -0.2956 0.5416
H -4.99585 -6.01620 -1.23034 -0.5092 -0.8838 -0.2573
H -3.82605 -5.24569 -3.34702 0.0798 0.0746 0.0860
H -2.73670 -3.05617 -3.31140 0.3381 0.2505 -0.6760
```
Forces are in eV/Å.

The following is a DFT calculation (the ωB97M-V functional and the def2-TZVPD basis) of a molecular structure, C32H27N4O6PPtS at a distorted geometry.

Computed properties:
total charge: +2
electronic energy: -75223.870 eV
energy relative to the best compared isomer or geometry (same formula, charge and spin): 11.5 kcal per mole
orbital gap: 7.1 eV
F_max: 1.45 eV Å⁻¹

```
72
Properties=species:S:1:pos:R:3:forces:R:3
Pt -0.32622 -1.09757 -0.05524 -0.4713 1.2400 0.5973
O 3.42449 -1.78434 -1.27670 0.0275 0.0846 -0.0048
C 2.26522 -1.52622 -1.14711 -0.0467 -0.1127 -0.0381
N 1.61375 -1.26050 0.06189 0.0799 0.0107 -0.0066
C 2.15397 -1.35682 1.34597 -0.0674 -0.1073 -0.0005
O 3.31499 -1.44031 1.61590 0.0137 -0.0383 0.0162
C 1.06853 -1.32335 2.39922 0.0334 0.2103 -0.0561
C 1.35354 -1.62048 3.71138 0.0138 0.0541 0.0137
C 0.31221 -1.64377 4.62850 -0.0062 -0.0116 0.0152
C -0.97369 -1.34668 4.20404 0.0311 0.0200 0.0122
C -1.18658 -1.04639 2.87366 0.0217 0.1600 -0.0343
N -0.17995 -1.01550 1.99962 -0.0575 -0.5594 0.0337
C 1.30760 -1.46109 -2.31677 0.0252 0.0822 0.0216
C 1.73229 -1.75984 -3.58943 0.0046 0.0135 -0.0051
C 0.80050 -1.75187 -4.61886 0.0071 0.0003 0.0037
C -0.51979 -1.44053 -4.33687 0.0042 0.0111 -0.0012
C -0.87962 -1.14558 -3.03616 -0.0095 0.1108 -0.0049
N 0.02750 -1.13057 -2.06050 0.0856 -0.7757 0.0556
H 2.37578 -1.85122 3.97877 -0.0030 -0.0112 -0.0066
H 0.49898 -1.90737 5.66082 0.0062 0.0217 0.0039
H -1.80971 -1.36267 4.88818 -0.0073 -0.0043 -0.0105
H -2.17218 -0.81691 2.49522 -0.0151 -0.0693 -0.0002
H 2.77267 -2.01384 -3.74064 -0.0075 -0.0133 0.0033
H 1.09874 -2.00313 -5.62777 0.0031 0.0042 0.0013
H -1.27596 -1.44486 -5.10850 -0.0044 0.0047 0.0074
H -1.90004 -0.91930 -2.76361 -0.0122 -0.0441 0.0014
O -2.93268 -2.15960 -0.34886 0.1122 -0.1385 -0.0701
N -2.43305 -0.89843 -0.22609 0.0457 -0.4091 0.7886
C -3.22476 0.04523 0.10821 0.1176 0.1588 -0.4162
C -2.90848 1.47204 0.13669 0.0346 -0.0612 0.1461
C -4.02222 2.30850 0.23754 0.0028 0.0005 0.0360
C -3.88924 3.68698 0.21865 -0.0076 -0.0042 0.0029
C -2.62968 4.25205 0.10722 0.0043 0.0113 -0.0008
C -1.51244 3.43514 0.01436 -0.0282 -0.0099 0.0022
C -1.63364 2.04551 0.02341 -0.0170 0.0146 -0.0162
P -0.04171 1.20290 -0.05270 0.2708 0.0065 -0.1849
C 0.75116 1.74999 -1.57344 -0.0525 -0.0438 -0.0065
C 2.12477 1.61898 -1.80270 -0.0165 0.0090 -0.0134
C 2.67151 2.03639 -3.00414 -0.0033 -0.0126 0.0059
C 1.85919 2.57009 -3.99505 -0.0034 0.0076 -0.0003
C 0.49102 2.67509 -3.78817 -0.0029 -0.0055 -0.0069
C -0.06385 2.26427 -2.58753 -0.0347 -0.0042 -0.0100
C 0.82212 1.74242 1.43525 -0.0011 -0.1340 0.0044
C 2.21272 1.70301 1.57059 -0.0105 0.0425 0.0060
C 2.80838 2.07858 2.76380 -0.0033 -0.0017 -0.0115
C 2.02933 2.48462 3.83643 -0.0032 0.0069 0.0032
C 0.64578 2.51646 3.71620 -0.0073 -0.0058 0.0043
C 0.04320 2.14512 2.52773 -0.0383 -0.0157 0.0165
H -3.86429 -2.19462 -0.06678 0.0045 0.0059 -0.0277
H -4.26518 -0.21613 0.29620 -0.0338 0.0219 -0.1414
H -5.00808 1.86857 0.32226 -0.0024 0.0070 0.0034
H -4.76674 4.31457 0.29188 -0.0017 -0.0028 0.0052
H -2.50879 5.32671 0.09838 -0.0014 0.0004 -0.0043
H -0.53263 3.89176 -0.06036 0.0029 -0.0062 -0.0001
H 2.78538 1.17819 -1.07581 0.0312 -0.0245 0.0701
H 3.73693 1.93978 -3.16354 -0.0006 -0.0015 0.0002
H 2.29241 2.90114 -4.92940 0.0003 0.0007 0.0004
H -0.14741 3.08495 -4.55909 0.0008 -0.0026 0.0001
H -1.13231 2.36000 -2.44551 0.0131 0.0002 -0.0051
H 2.85528 1.38000 0.77146 0.0294 -0.0462 -0.0739
H 3.88586 2.04793 2.84990 -0.0005 -0.0037 -0.0016
H 2.49891 2.77980 4.76524 0.0004 0.0015 0.0002
H 0.03353 2.83871 4.54773 0.0006 -0.0018 -0.0004
H -1.03585 2.18247 2.45645 0.0052 -0.0058 0.0019
C 0.47227 -5.60001 0.11270 0.0469 0.0351 0.1487
S -0.69567 -4.28159 -0.01886 0.2155 -0.1709 -0.9567
O -2.00640 -4.83638 0.14927 -0.0503 0.1470 0.1462
O -0.42627 -3.60426 -1.30521 -0.1547 -0.1702 0.2879
O -0.30921 -3.28575 1.04154 -0.1047 0.5398 -0.3389
H 0.08331 -6.43825 -0.45939 0.0078 0.0253 -0.0359
H 0.56147 -5.87308 1.16133 -0.0235 -0.0521 -0.0053
H 1.42904 -5.26916 -0.28280 0.0078 0.0111 0.0301
```
Forces are in eV/Å.

Q: What is the electronic energy in the first record?
A: -65704.656 eV

Q: Which value of electronic energy does entry 1 give?
A: -65704.656 eV